Entry from the OMol25 dataset: a molecular structure, C39H37N4 in a non-equilibrium geometry (ωB97M-V/def2-TZVPD).

Structure (XYZ):
```
80
Properties=species:S:1:pos:R:3:forces:R:3
C -6.912 2.112 -2.999 0.1 -0.1 0.1
C -7.191 2.016 -1.630 0.2 -0.1 0.0
C -6.511 1.085 -0.844 0.2 -0.2 -0.3
C -5.545 0.252 -1.428 -0.4 0.4 -0.2
N -4.860 -0.698 -0.604 0.3 0.4 0.4
C -5.356 -2.021 -0.602 -0.7 -0.7 0.1
C -5.683 -2.631 -1.823 0.1 -0.2 0.3
C -6.242 -3.910 -1.841 0.0 0.1 0.3
C -6.513 -4.576 -0.640 0.0 0.1 0.0
C -6.235 -3.951 0.582 0.2 0.1 -0.3
C -5.651 -2.682 0.604 -0.1 -0.1 -0.3
C -3.825 -0.260 0.220 0.2 0.0 -0.7
C -3.451 1.098 0.188 0.1 0.1 0.2
C -2.261 1.518 0.772 -0.1 -0.4 -0.1
C -1.424 0.611 1.429 -0.4 1.0 -0.2
C -0.105 1.067 2.004 0.6 -5.5 1.3
C 1.125 0.416 1.443 -0.7 1.2 0.1
C 2.371 0.777 1.986 0.8 0.0 0.1
C 3.562 0.433 1.356 -0.4 0.3 0.3
C 3.534 -0.393 0.220 0.7 0.0 -0.4
N 4.709 -0.689 -0.487 -1.0 0.1 0.5
C 4.892 -1.992 -1.015 0.1 -0.8 -0.4
C 5.239 -2.154 -2.365 -0.2 -0.2 0.2
C 5.467 -3.435 -2.868 0.0 0.1 0.3
C 5.431 -4.540 -2.008 0.0 0.1 0.1
C 5.120 -4.369 -0.654 -0.2 0.1 -0.2
C 4.791 -3.103 -0.166 0.3 0.2 -0.3
C 5.727 0.262 -0.671 0.7 0.5 0.0
C 7.060 -0.171 -0.787 -0.1 0.3 0.1
C 8.083 0.763 -0.957 -0.4 0.1 0.0
C 7.780 2.127 -1.044 -0.1 -0.1 0.0
C 6.449 2.556 -0.965 0.1 -0.3 0.1
C 5.421 1.631 -0.773 0.3 -0.2 -0.1
C 2.306 -0.919 -0.216 -0.8 0.1 0.2
C 1.114 -0.456 0.338 0.4 -0.1 -0.6
C -1.848 -0.723 1.555 0.0 0.1 0.0
C -3.019 -1.164 0.941 0.3 0.2 0.3
C -5.267 0.344 -2.796 -0.1 0.2 0.3
C -5.952 1.277 -3.579 0.0 -0.1 0.2
H -7.443 2.841 -3.612 0.2 -0.2 0.2
H -7.936 2.661 -1.165 0.2 -0.1 -0.2
H -6.702 0.993 0.228 0.0 0.0 -0.4
H -5.494 -2.098 -2.753 -0.1 -0.3 0.3
H -6.468 -4.378 -2.801 0.0 0.1 0.3
H -6.944 -5.578 -0.660 0.1 0.3 0.0
H -6.468 -4.451 1.523 0.1 0.1 -0.3
H -5.430 -2.187 1.553 -0.2 -0.2 -0.3
H -4.072 1.827 -0.331 0.2 -0.3 0.1
H -1.970 2.566 0.678 -0.1 -0.2 0.0
H -0.121 0.936 3.097 0.2 0.6 -0.2
H 2.399 1.390 2.889 0.1 -0.4 -0.3
H 4.516 0.798 1.738 -0.3 -0.2 -0.1
H 5.323 -1.270 -3.001 0.0 -0.3 0.2
H 5.686 -3.560 -3.929 0.0 0.0 0.3
H 5.648 -5.536 -2.397 0.0 0.3 0.1
H 5.128 -5.219 0.030 -0.1 0.2 -0.3
H 4.503 -2.953 0.878 0.2 -0.1 -0.3
H 7.282 -1.239 -0.739 0.0 0.4 0.0
H 9.114 0.414 -1.022 -0.3 0.2 0.0
H 8.583 2.854 -1.176 -0.3 -0.2 0.0
H 6.206 3.616 -1.050 0.1 -0.3 0.0
H 4.380 1.954 -0.715 0.3 -0.1 -0.1
H 2.289 -1.647 -1.029 0.0 0.3 0.2
H 0.171 -0.765 -0.114 0.2 0.1 0.2
H -1.235 -1.433 2.114 -0.2 0.1 -0.2
H -3.300 -2.214 1.000 0.2 0.3 0.0
H -4.518 -0.322 -3.232 -0.2 0.4 0.1
H -5.731 1.339 -4.645 -0.1 0.0 0.3
C -0.816 3.396 3.484 -0.5 -0.5 0.2
N 0.131 3.188 2.405 0.3 2.8 -0.2
N 1.443 3.396 2.766 -0.1 -0.5 -0.7
C 1.635 4.556 3.626 0.0 0.0 0.5
H -1.778 2.981 3.166 0.2 0.1 0.1
H -0.514 2.930 4.437 0.0 0.0 -0.3
H -0.936 4.476 3.650 0.1 -0.4 -0.2
H 0.016 2.320 1.760 -0.1 0.7 -0.6
H 2.025 3.411 1.927 -0.4 0.3 0.2
H 2.707 4.760 3.673 -0.2 -0.1 0.0
H 1.096 5.435 3.248 0.2 -0.1 0.0
H 1.265 4.305 4.625 0.3 0.3 -0.1
```
Forces are in eV/Å.

F_max in hartree/bohr: 0.1116
ΔE to the lowest compared entry with this formula, charge and spin in kcal per mole: 58.4
Calculated total energy in eV: -46993.9167
Charge: +1
HOMO energy in eV: -9.751
Orbital gap in eV: 5.06



Entry from the OMol25 dataset: 4 unconnected molecules or ions with the total composition C12H24O12 in a non-equilibrium geometry (ωB97M-V/def2-TZVPD).

Structure (XYZ):
```
48
Properties=species:S:1:pos:R:3:forces:R:3
C 1.196 -0.227 2.858 -0.4 -1.0 0.6
O 1.252 -0.274 1.441 0.2 -0.6 0.2
C 1.701 0.811 0.833 -0.2 0.4 -0.3
O 1.946 1.865 1.353 0.2 0.2 0.1
O 1.795 0.538 -0.465 0.2 -0.3 0.0
C 2.218 1.612 -1.300 -0.4 0.5 0.1
H 0.154 -0.093 3.153 0.2 0.7 -0.1
H 1.905 0.456 3.310 -0.2 0.4 -0.2
H 1.423 -1.225 3.244 0.2 0.0 -0.4
H 1.477 2.412 -1.248 0.1 0.0 0.0
H 2.238 1.198 -2.300 0.1 0.1 0.0
H 3.181 2.020 -0.996 0.0 -0.2 0.0
C -2.254 -0.388 0.621 0.6 -0.2 1.1
O -2.062 0.775 -0.183 -0.1 0.0 0.1
C -1.486 0.533 -1.354 -0.2 -0.4 -0.2
O -1.082 -0.519 -1.758 0.1 -0.4 0.1
O -1.461 1.667 -2.041 0.3 0.6 0.0
C -0.751 1.643 -3.252 1.6 0.2 -1.4
H -2.300 -0.086 1.666 -0.3 0.4 -0.2
H -1.371 -1.026 0.587 -0.2 -0.2 -0.5
H -3.181 -0.901 0.385 0.1 -0.1 -0.3
H -0.181 2.567 -3.372 -0.8 0.5 0.1
H -1.367 1.462 -4.128 -0.4 0.2 0.2
H 0.087 0.947 -3.368 -0.5 -0.7 0.8
C 3.745 -0.910 -2.990 0.3 -1.2 0.9
O 2.665 -0.553 -3.850 0.9 -0.1 0.0
C 3.053 0.060 -4.971 -1.5 -0.1 -0.2
O 4.110 0.545 -5.219 0.8 0.1 -0.1
O 1.976 0.063 -5.770 0.0 -0.2 -0.2
C 2.171 0.705 -7.030 0.3 1.0 0.4
H 4.012 -0.132 -2.283 -0.1 0.2 -0.1
H 4.649 -1.278 -3.475 -0.1 0.5 -0.6
H 3.412 -1.792 -2.443 -0.4 0.3 0.2
H 1.249 0.652 -7.599 0.0 -0.5 0.0
H 3.040 0.305 -7.548 -0.2 -0.2 -0.1
H 2.354 1.766 -6.831 0.1 -0.1 -0.2
C -4.728 -2.424 6.424 0.1 0.1 0.8
O -4.591 -2.128 5.041 0.4 -0.2 0.1
C -3.546 -1.411 4.638 -0.6 0.6 -0.9
O -3.397 -1.119 3.480 0.2 -0.2 0.0
O -2.775 -0.983 5.624 0.2 -0.3 0.9
C -1.732 -0.085 5.270 0.0 0.3 -1.0
H -4.859 -1.516 7.017 -0.3 0.0 -0.2
H -3.857 -2.909 6.871 0.0 -0.2 -0.4
H -5.592 -3.077 6.498 0.0 0.1 0.0
H -2.151 0.830 4.847 -0.1 0.1 0.4
H -1.129 -0.463 4.443 0.0 -0.4 0.4
H -1.154 0.087 6.168 0.1 0.1 0.0
```
Forces are in eV/Å.

F_max in hartree/bohr: 0.0417
ΔE to the lowest compared entry with this formula, charge and spin in kcal per mole: 20.2
Calculated total energy in eV: -37402.4980
SMILES: COC(=O)OC.COC(=O)OC.COC(=O)OC.COC(=O)OC
HOMO energy in eV: -10.497
Orbital gap in eV: 11.11



Entry from the OMol25 dataset: a molecular structure, C51H72GeHfN6O2P3 in a non-equilibrium geometry (ωB97M-V/def2-TZVPD).

Structure (XYZ):
```
136
Properties=species:S:1:pos:R:3:forces:R:3
Hf 0.869 -1.011 0.476 -1.0 1.1 -0.2
C -3.496 -1.587 -0.965 0.0 -0.1 -0.1
C -3.118 -2.665 0.048 0.5 0.3 -0.5
C -4.319 -3.018 0.922 0.2 0.0 0.1
P -1.585 -2.129 0.989 -1.4 -0.3 1.1
C -2.313 -0.745 2.013 0.2 0.0 0.1
N -2.371 0.468 1.232 1.5 0.2 -1.2
Ge -0.833 1.054 -0.023 -1.3 1.7 0.7
N -0.058 2.850 0.154 -0.3 -1.3 0.5
C 1.343 2.924 0.478 0.2 -0.3 0.2
P 1.625 1.924 2.025 0.7 1.5 -0.5
C 0.712 3.060 3.239 -0.1 -0.5 0.1
C 0.866 4.566 3.043 0.2 -0.2 0.0
C -0.783 2.733 3.262 0.0 0.0 0.1
C 3.466 2.267 2.364 -0.2 -0.4 -0.1
C 4.120 3.449 1.652 -0.2 -0.2 0.0
C 3.751 2.354 3.864 -0.1 -0.1 -0.2
C -0.709 3.898 -0.430 -0.5 0.1 -0.3
C -0.156 5.161 -0.682 0.1 -0.2 0.1
C -0.891 6.146 -1.308 -0.2 -0.1 -0.1
C -2.176 5.883 -1.758 0.0 0.1 -0.1
C -2.725 4.628 -1.555 0.0 0.1 0.0
C -2.033 3.660 -0.850 0.7 1.0 -0.1
N -2.599 2.353 -0.588 -0.2 -0.1 -0.3
C -3.561 2.353 0.479 -0.5 -0.3 0.8
C -4.603 3.256 0.571 0.0 0.0 0.1
C -5.522 3.155 1.601 -0.1 0.0 0.1
C -5.368 2.170 2.565 -0.1 0.2 -0.2
C -4.314 1.283 2.505 0.2 -0.1 -0.1
C -3.403 1.333 1.440 -0.3 0.5 -0.3
C -3.059 1.826 -1.838 -0.5 0.0 0.1
C -4.373 1.743 -2.245 0.0 -0.1 0.4
C -4.663 1.363 -3.549 0.0 0.1 0.2
C -3.632 1.138 -4.454 0.6 -0.1 -0.2
C -2.313 1.192 -4.053 -0.2 0.1 -0.6
C -2.002 1.465 -2.711 0.8 0.0 0.6
N -0.805 1.377 -2.091 -1.0 -0.4 -0.3
C 0.429 1.134 -2.754 0.3 0.0 -0.3
P 1.058 -0.621 -2.445 -0.3 1.0 -1.1
C 2.690 -0.406 -3.406 0.1 -0.1 0.4
C 2.924 -1.201 -4.685 -0.2 0.1 0.0
C 3.835 -0.651 -2.421 0.0 0.2 0.0
C -0.350 -1.474 -3.405 0.2 -0.2 0.4
C -0.784 -2.824 -2.830 -0.1 0.1 0.2
C -0.224 -1.580 -4.921 0.0 0.2 0.2
C -1.359 -3.609 2.134 0.4 0.2 -0.2
C 0.057 -4.153 1.930 -0.1 -0.2 0.0
C -1.653 -3.348 3.605 -0.1 0.0 -0.2
H -4.230 -1.967 -1.673 -0.1 -0.1 -0.1
H -2.622 -1.250 -1.522 0.0 0.1 -0.1
H -3.935 -0.725 -0.466 0.0 0.0 0.0
H -2.797 -3.568 -0.487 0.0 0.1 0.0
H -4.852 -2.128 1.247 0.0 0.1 0.1
H -4.046 -3.599 1.799 0.0 -0.1 0.1
H -5.018 -3.614 0.340 -0.1 -0.1 -0.1
H -1.719 -0.612 2.922 -0.1 -0.2 0.0
H -3.328 -1.036 2.301 0.1 -0.1 0.0
H 1.660 3.952 0.655 0.0 -0.1 -0.1
H 1.961 2.500 -0.332 0.2 0.2 0.1
H 1.140 2.795 4.215 0.0 0.0 -0.1
H 0.360 4.901 2.141 0.0 0.0 -0.1
H 1.904 4.887 3.017 0.1 0.1 0.0
H 0.386 5.071 3.880 0.0 0.0 0.1
H -1.277 3.131 2.376 0.0 -0.1 0.0
H -1.248 3.203 4.128 0.0 0.0 0.1
H -0.970 1.662 3.311 -0.1 -0.1 0.0
H 3.948 1.351 1.986 -0.1 0.1 0.1
H 3.707 4.403 1.968 0.0 0.1 0.0
H 4.049 3.370 0.570 0.0 0.1 -0.1
H 5.177 3.449 1.915 0.1 0.1 0.0
H 3.440 3.313 4.273 -0.1 0.1 0.0
H 4.823 2.261 4.028 0.1 0.0 0.1
H 3.254 1.560 4.415 0.0 0.0 0.2
H 0.864 5.372 -0.408 0.1 0.0 0.1
H -0.446 7.115 -1.477 0.0 0.1 0.0
H -2.739 6.640 -2.279 -0.1 0.1 -0.1
H -3.690 4.399 -1.976 -0.2 0.0 0.0
H -4.717 4.048 -0.149 0.0 0.1 -0.1
H -6.349 3.844 1.649 -0.1 0.1 0.0
H -6.083 2.099 3.368 0.0 0.0 0.1
H -4.202 0.558 3.295 0.1 -0.1 0.0
H -5.169 1.964 -1.553 -0.1 0.1 0.1
H -5.690 1.284 -3.867 -0.1 0.0 0.0
H -3.858 0.900 -5.483 0.0 0.0 -0.1
H -1.526 1.026 -4.770 0.1 -0.1 -0.1
H 1.181 1.815 -2.331 -0.1 -0.1 -0.1
H 0.361 1.331 -3.829 0.1 -0.1 0.1
H 2.702 0.660 -3.671 -0.2 -0.1 0.1
H 2.861 -2.273 -4.523 0.0 -0.1 0.0
H 3.929 -0.985 -5.039 0.1 0.0 0.0
H 2.237 -0.911 -5.471 0.0 -0.1 -0.1
H 3.970 -1.716 -2.238 0.0 0.0 0.1
H 3.658 -0.148 -1.461 0.1 -0.1 -0.1
H 4.767 -0.268 -2.834 0.0 0.1 0.0
H -1.171 -0.777 -3.192 0.2 -0.1 0.1
H -0.202 -3.646 -3.237 0.1 -0.1 0.0
H -1.821 -2.998 -3.111 -0.1 -0.1 0.0
H -0.703 -2.850 -1.740 -0.1 -0.1 -0.2
H 0.433 -2.396 -5.209 0.1 0.0 0.0
H 0.133 -0.657 -5.370 0.0 0.1 -0.2
H -1.211 -1.790 -5.334 -0.1 0.0 0.0
H -2.051 -4.377 1.769 0.0 0.2 0.0
H 0.815 -3.399 2.174 -0.1 -0.2 0.1
H 0.193 -4.469 0.895 0.1 0.0 0.1
H 0.214 -5.022 2.566 0.1 0.0 0.1
H -0.975 -2.603 4.012 0.1 0.1 0.1
H -1.513 -4.269 4.167 0.0 -0.1 0.0
H -2.676 -3.016 3.761 -0.1 0.1 0.1
C 0.792 -0.341 4.766 -0.1 -0.1 -0.3
C 1.403 -0.725 3.451 0.2 0.0 0.6
O 0.582 -0.938 2.449 0.3 -0.4 0.9
C 2.767 -0.882 3.381 -0.2 0.0 -0.3
C 3.443 -1.412 2.259 0.0 0.0 0.1
C 4.808 -1.985 2.426 0.1 0.0 -0.2
N 2.818 -1.496 1.103 0.2 -0.5 0.3
N 3.373 -2.400 0.205 0.7 -0.4 -0.3
C 2.491 -3.008 -0.513 1.2 -0.2 0.4
O 1.208 -2.715 -0.448 0.0 -1.3 -0.4
C 2.980 -4.060 -1.421 -0.1 -0.2 -0.2
C 2.503 -4.126 -2.724 0.0 0.0 0.2
C 2.968 -5.094 -3.592 0.0 0.0 -0.1
C 3.907 -6.017 -3.161 0.0 0.0 0.0
C 4.388 -5.957 -1.862 0.1 0.0 0.0
C 3.939 -4.976 -0.995 -0.1 0.1 0.0
H -0.064 -0.976 4.983 -0.1 0.0 0.0
H 0.439 0.687 4.720 -0.1 0.1 0.0
H 1.512 -0.424 5.571 0.1 0.0 0.1
H 3.348 -0.763 4.278 0.0 0.0 0.2
H 5.345 -1.482 3.226 0.0 0.0 0.1
H 5.350 -1.919 1.485 0.1 0.0 0.1
H 4.727 -3.044 2.678 0.0 0.0 0.0
H 1.785 -3.387 -3.048 -0.1 0.0 -0.1
H 2.610 -5.124 -4.610 -0.1 0.0 -0.1
H 4.260 -6.786 -3.832 0.0 0.0 -0.1
H 5.124 -6.672 -1.529 0.1 -0.1 0.1
H 4.308 -4.920 0.015 0.1 0.0 0.1
```
Forces are in eV/Å.

F_max in hartree/bohr: 0.0430
2S+1: 2
ΔE to the lowest compared entry with this formula, charge and spin in kcal per mole: 20.3
Calculated total energy in eV: -152770.3895
Charge: +2
HOMO energy (alpha / beta) in eV: -11.934 / -11.936
Expectation value of S²: 0.78
Orbital gap (alpha / beta) in eV: 6.35 / 4.68